(1)
A 2-piece molecular cluster, C15H32BO4 overall in a non-equilibrium geometry, computed with ωB97M-V/def2-TZVPD.

CARTESIAN COORDINATES (ANGSTROEM)
O1 -0.27211 2.95925 -1.65443
O2 -2.23139 -1.32581 1.24405
O3 -0.98463 2.02519 -3.58135
O4 3.10313 3.95376 -5.57706
C1 -1.19174 -4.13417 1.05150
C2 -1.25547 -0.10350 4.01836
C3 -1.25458 2.43162 -2.44833
C4 1.00438 -1.48192 0.23517
C5 1.32047 -3.66931 1.60107
C6 0.31672 -4.30006 0.65779
C7 2.42432 4.02064 -3.23719
C8 0.94339 0.04678 0.39586
C9 -2.16227 -1.32410 3.83369
C10 1.41567 -2.13239 1.54395
C11 2.63822 4.79536 -4.52288
C12 0.02634 0.70618 -0.63225
C13 -0.00477 2.20985 -0.45035
C14 -2.63923 2.39360 -1.86841
C15 -1.48227 -3.52014 2.43721
B1 -1.94458 -2.09916 2.43638
H1 -2.02437 -2.02628 4.65174
H2 2.46474 -1.86524 1.70406
H3 3.39355 5.56938 -4.38999
H4 -0.97089 0.30318 -0.47168
H5 0.87727 -1.70761 2.38503
H6 0.63466 0.30919 1.40627
H7 0.96743 2.55423 -0.11213
H8 1.70545 5.27916 -4.83371
H9 -2.65850 1.66196 -1.06487
H10 -1.41721 -0.96072 0.90453
H11 -3.19609 -0.96067 3.90432
H12 1.67918 3.23700 -3.37795
H13 2.44009 3.27161 -5.71345
H14 1.73839 -1.66963 -0.54788
H15 -0.71353 2.48636 0.33015
H16 0.45193 -3.96242 -0.36868
H17 -2.22988 -4.14264 2.93654
H18 -1.57578 0.72589 3.39168
H19 -1.62224 -5.13802 1.04389
H20 2.08100 4.67601 -2.43560
H21 -0.20681 -0.32463 3.82543
H22 3.35292 3.53930 -2.92559
H23 1.95188 0.43517 0.24758
H24 0.53183 -5.37053 0.64569
H25 0.37870 0.44062 -1.62541
H26 1.13426 -3.95995 2.62860
H27 2.30682 -4.06751 1.33995
H28 -3.34409 2.06890 -2.62146
H29 -1.69593 -3.60357 0.23504
H30 -2.95456 3.35882 -1.48773
H31 0.05287 -1.85304 -0.13961
H32 -1.30264 0.24404 5.05247

Atoms 1-6, force components in eV/Å:
-0.3 -0.5 -0.5
0.3 0.4 0.1
-0.5 1.1 2.3
0.1 0.2 0.0
0.1 -0.2 0.4
-0.2 -0.2 0.5

Its orbital gap is 0.17713 Ha. For the total energy, the calculation gives -24940.5941 eV. Its charge is -1. The calculation puts the energy above the lowest of the compared OMol25 structures with the same formula, charge and spin at 0.2888 eV. The highest occupied orbital energy comes out at -2.26 eV. For the largest force on an atom, the calculation gives 2.62 eV/Å.

(2)
C15H32INO6P as an isolated structure in a non-equilibrium geometry, computed with ωB97M-V/def2-TZVPD.

CARTESIAN COORDINATES (ANGSTROEM)
I1 0.92625 1.24588 -2.37948
P1 -1.96599 -0.02448 -2.91283
O1 -0.47885 5.93515 2.26081
O2 0.26490 4.79422 0.58265
O3 2.93771 -1.38193 -0.93902
O4 1.44725 4.77642 2.50980
O5 -1.70519 -1.48999 -3.64569
O6 0.72470 -1.84641 -2.26383
N1 -1.13794 -2.29533 -0.89873
C1 -0.35082 6.39038 3.61240
C2 -0.65683 0.00781 -1.57797
C3 -0.02433 -1.36209 -1.22066
C4 -3.57656 -0.35719 -2.05427
C5 4.60262 -0.38415 0.50747
C6 1.25709 3.94130 0.01223
C7 -1.72241 -0.43282 0.73214
C8 -2.83212 -2.50304 2.53796
C9 2.65924 -2.75267 -0.97477
C10 0.50516 5.13744 1.85320
C11 -1.16537 0.61012 -0.27470
C12 -2.00105 -2.86246 1.32346
C13 1.49942 -3.00822 -1.97010
C14 -2.06854 -1.81953 0.19923
C15 4.31338 -1.00849 -0.83610
H1 0.88880 -3.84242 -1.61817
H2 -2.65577 -0.03668 1.11223
H3 -1.06295 -0.48423 1.58788
H4 -4.35659 -0.05168 -2.73780
H5 4.42331 -1.09965 1.30333
H6 0.56079 6.97052 3.73674
H7 -0.29906 1.06906 0.18683
H8 4.98952 -1.82837 -1.06025
H9 -2.43103 -3.77765 0.91629
H10 -0.96612 -3.07042 1.58717
H11 -1.68048 -2.52416 -1.74086
H12 3.49662 -3.35892 -1.30333
H13 4.48731 -0.24985 -1.59698
H14 2.32884 -3.07330 0.01743
H15 5.63477 -0.05542 0.52822
H16 3.96680 0.47967 0.65265
H17 1.32130 3.00295 0.56321
H18 -2.03895 -1.39859 -4.55658
H19 -0.35665 5.54959 4.30306
H20 -1.21125 7.02357 3.80547
H21 -3.70681 -1.41873 -1.85958
H22 1.90739 -3.33047 -2.91785
H23 -2.69309 -3.26651 3.29419
H24 0.94958 3.73303 -1.00675
H25 -1.85750 1.42508 -0.44358
H26 -2.54954 -1.56360 2.99359
H27 2.22947 4.43197 0.00153
H28 0.59683 -1.21992 -0.33460
H29 -3.66809 0.19828 -1.12816
H30 -3.88783 -2.51448 2.29534
H31 -0.73146 -3.18204 -0.59151
H32 -3.07987 -1.84652 -0.17232

Atoms 1-6, force components in eV/Å:
-0.2 -0.3 -0.1
-0.5 1.1 -0.5
0.0 -0.1 -0.1
0.0 0.0 0.0
0.3 -0.2 -0.3
-0.1 0.0 -0.1

Its orbital gap is 0.33334 Ha. For the total energy, the calculation gives -47231.6887 eV. Its charge is +1. The highest occupied orbital energy comes out at -11.73 eV. For the largest force on an atom, the calculation gives 1.73 eV/Å.

(3)
C15H32IrN7O6P as an isolated structure in a non-equilibrium geometry, computed with ωB97M-V/def2-TZVPD.

CARTESIAN COORDINATES (ANGSTROEM)
Ir1 -0.13375 -0.84261 -0.10510
P1 0.14254 1.41290 -0.03257
O1 1.29365 -1.41204 2.35698
O2 1.18611 -5.37084 1.55426
O3 -1.56749 -0.77317 -2.66857
O4 2.72309 -1.46464 0.13253
O5 -2.98669 -0.42382 -0.21884
O6 -2.31470 -3.10224 -1.18482
N1 -0.89745 3.94492 0.43872
N2 -0.38941 -1.01013 -2.03487
N3 -1.98008 -0.61182 0.54529
N4 1.45867 3.59373 1.06214
N5 1.67659 -1.26750 -0.70363
N6 0.81843 3.74346 -1.32186
N7 0.17825 -1.04496 1.82447
C1 3.23542 -1.73981 -2.55497
C2 -1.28725 2.52963 0.45776
C3 -2.12039 -0.63549 1.91808
C4 1.39775 2.12422 1.15351
C5 0.67996 2.31038 -1.58244
C6 -0.91486 -0.81458 2.62414
C7 0.57529 -1.53977 -4.25041
C8 0.68183 -1.33097 -2.78475
C9 -0.46431 4.36483 -0.91787
C10 1.88173 -1.45076 -2.02613
C11 1.85843 4.02876 -0.30285
C12 0.16843 4.22801 1.42923
C13 -0.69640 -0.89200 4.09006
C14 -3.49256 -0.58711 2.48263
C15 -1.37987 -3.63875 -0.22160
H1 -0.42127 -3.06294 -0.27755
H2 -1.24629 4.07333 -1.63611
H3 1.64239 1.89563 -1.92435
H4 2.78643 3.50203 -0.57583
H5 -1.81538 -3.53552 0.78771
H6 3.77139 -0.79722 -2.74616
H7 3.14758 -2.25701 -3.51403
H8 -0.02228 -0.09592 4.43970
H9 -0.47366 -1.55829 -4.56640
H10 2.39007 1.70663 0.91996
H11 2.02546 5.11881 -0.28663
H12 -2.12621 2.37463 -0.24170
H13 -0.06534 2.13601 -2.37597
H14 -0.25293 -1.85713 4.36727
H15 1.97894 -5.15248 1.03347
H16 -4.14143 -1.32080 1.98443
H17 -3.45114 -0.83338 3.54789
H18 2.30254 -1.45939 1.07402
H19 -2.24494 -0.71865 -1.92177
H20 1.12452 1.82744 2.17935
H21 1.05884 -2.48627 -4.53276
H22 -3.94839 0.40829 2.37509
H23 -1.64686 -0.78791 4.61965
H24 -1.62189 2.25583 1.47466
H25 3.84076 -2.35340 -1.87335
H26 0.31767 5.31880 1.48190
H27 -1.18879 -4.70595 -0.40755
H28 -2.86053 -3.82640 -1.52269
H29 -0.14968 3.84880 2.41338
H30 1.10507 -0.74009 -4.78953
H31 1.18211 -4.70346 2.25858
H32 -0.32771 5.45816 -0.92326

Atoms 1-6, force components in eV/Å:
-0.1 0.4 1.4
0.3 1.7 -0.2
-0.5 0.6 -0.4
0.4 0.6 -0.1
0.4 -0.2 0.5
-0.6 -0.1 -0.2

Its orbital gap (alpha / beta) is 0.20586 / 0.20124 Ha. For the total energy, the calculation gives -50903.9815 eV. Its charge is +1. The calculation puts the energy above the lowest of the compared OMol25 structures with the same formula, charge and spin at 0.0000 eV. The highest occupied orbital energy (alpha / beta) comes out at -9.08 / -11.36 eV. As for the spin multiplicity: 5. For the largest force on an atom, the calculation gives 3.36 eV/Å.

(4)
An isolated ion of composition C15H32N7O3 and charge +1 in a non-equilibrium geometry, computed with ωB97M-V/def2-TZVPD.

CARTESIAN COORDINATES (ANGSTROEM)
O1 1.47485 -2.14426 -1.53521
O2 0.56201 0.47577 3.64122
O3 0.92304 2.31559 -0.41476
N1 6.51186 1.39338 -4.38461
N2 0.33080 -0.47787 -2.79034
N3 -2.59401 -0.40522 5.08318
N4 -2.38670 -0.49403 7.29814
N5 0.56487 0.07826 -0.03139
N6 -0.51028 -0.32242 6.13552
N7 1.31408 2.06238 2.20143
C1 -1.80586 -0.36703 6.13791
C2 0.11301 -0.01658 1.35223
C3 2.33530 0.81870 -2.90323
C4 0.64458 -1.73347 -2.45135
C5 -0.02516 -2.81406 -3.34011
C6 -1.47862 0.09066 1.31972
C7 -2.13120 0.41377 2.70818
C8 -2.31402 -0.77752 3.63895
C9 2.21027 2.69822 3.15484
C10 5.37157 1.68740 -3.41246
C11 2.89060 2.19388 -3.13333
C12 0.72182 0.86509 2.48335
C13 0.82244 1.13569 -0.81420
C14 0.91251 0.80240 -2.34275
C15 4.15243 2.39293 -3.97388
H1 0.44954 -1.03398 1.62356
H2 -3.58356 -0.13666 5.34927
H3 3.04094 0.23480 -2.21890
H4 -1.90637 -0.65331 8.13977
H5 0.68591 -3.54750 -3.35079
H6 -0.33863 -2.35508 -4.25852
H7 6.89729 2.24383 -4.68371
H8 -1.86892 0.77616 0.52848
H9 -0.01351 -0.40622 5.26684
H10 2.59612 3.51909 2.64578
H11 5.18012 0.65881 -2.98668
H12 1.71507 3.13765 3.95582
H13 -3.11496 0.79014 2.54198
H14 -1.83242 -0.77062 0.83858
H15 -0.04328 -0.28787 7.02166
H16 -0.33980 -0.51797 -3.61848
H17 -3.12342 -1.37246 3.33869
H18 0.50830 1.67254 -2.78444
H19 0.63518 -0.85964 -0.36180
H20 5.82040 2.25764 -2.64320
H21 2.94399 2.67252 -2.16595
H22 -3.35308 -0.71843 7.17946
H23 2.26397 0.46124 -3.96156
H24 -1.41441 -1.35721 3.54092
H25 3.96303 1.98806 -5.04615
H26 2.09970 2.71206 -3.75842
H27 7.29675 0.93303 -3.92372
H28 -1.65102 1.16020 3.27588
H29 3.13901 2.11454 3.37568
H30 1.20013 2.41976 1.26206
H31 4.29441 3.42302 -4.12308
H32 -0.91809 -3.18230 -2.84563

Atoms 1-6, force components in eV/Å:
-3.0 2.2 -2.7
0.5 -0.6 0.1
-0.3 -1.6 -1.1
-1.5 -0.8 0.5
-2.1 0.3 -1.1
-2.0 0.5 -1.5

Its orbital gap is 0.30138 Ha. For the total energy, the calculation gives -32641.7319 eV. As for the structure (SMILES): CNC(=O)[C@@H](CCCNC(N)=[NH2+])NC(=O)[C@@H](CCCCN)NC(C)=O. Its charge is +1. The calculation puts the energy above the lowest of the compared OMol25 structures with the same formula, charge and spin at 2.9968 eV. The highest occupied orbital energy comes out at -10.69 eV. For the largest force on an atom, the calculation gives 4.57 eV/Å.

(5)
A 6-piece molecular cluster, C15H32NO18S3 overall in a non-equilibrium geometry, computed with ωB97M-V/def2-TZVPD.

CARTESIAN COORDINATES (ANGSTROEM)
S1 9.91300 21.10100 35.12400
S2 -0.46800 23.09800 38.39500
S3 4.15300 20.93400 34.09800
O1 6.78800 26.59900 34.48400
O2 9.33900 20.84500 33.62900
O3 4.14700 23.71400 38.11400
O4 5.91300 22.47200 37.52100
O5 -0.78400 23.43900 37.01600
O6 9.47200 24.75800 39.53600
O7 10.15500 24.79600 41.70600
O8 7.82000 26.19300 32.45400
O9 -1.46700 22.63600 39.35200
O10 3.38800 19.86400 33.01900
O11 5.27400 20.18100 34.51600
O12 4.28300 22.11600 33.51300
O13 6.95300 24.44200 33.70600
O14 4.48600 21.70600 38.99400
O15 0.48100 21.72600 38.12100
O16 8.71900 23.20700 40.95100
O17 9.95400 22.54200 35.30100
O18 11.14400 20.37100 35.43800
N1 4.87200 22.63900 38.12800
C1 3.52300 18.00100 31.29600
C2 7.26900 25.77500 33.50200
C3 4.19200 18.80000 32.48100
C4 8.61000 20.72100 36.33300
C5 -0.21800 20.47200 37.90700
C6 5.94300 25.81200 35.38500
C7 8.71100 23.99900 38.64000
C8 8.13100 22.87800 39.69300
C9 0.71400 19.19800 37.73400
C10 0.58400 24.22300 39.05900
C11 6.08300 24.30900 34.81900
C12 9.46200 24.35400 40.83800
C13 8.48000 21.76600 33.07700
C14 3.04400 20.90500 35.45700
C15 7.91800 21.25500 31.65100
H1 7.79900 21.14900 35.87600
H2 3.14100 19.91200 35.93500
H3 0.75900 23.93600 40.09500
H4 2.05000 21.20300 35.16500
H5 8.45900 21.82200 39.41800
H6 7.06700 21.76900 31.50800
H7 1.38700 19.21900 37.04800
H8 5.16600 19.18900 32.03400
H9 7.10800 23.00100 39.77200
H10 8.72900 22.65400 32.91300
H11 8.02000 24.70800 38.33400
H12 5.22200 23.84100 34.62200
H13 4.04100 17.13800 30.87500
H14 9.47800 23.79100 37.97900
H15 1.46900 24.19800 38.68700
H16 6.18400 26.15000 36.36800
H17 4.20100 18.02400 33.23800
H18 9.16100 20.83000 37.21500
H19 1.19400 19.03000 38.66800
H20 2.61100 17.57900 31.56700
H21 0.31700 18.28400 37.58500
H22 0.30900 25.26800 39.20200
H23 -0.67200 20.70100 36.98200
H24 4.87400 26.11900 35.29600
H25 7.70800 20.09500 31.76000
H26 6.64600 23.61500 35.55000
H27 8.38800 19.61900 36.40300
H28 7.65300 21.78100 33.70500
H29 3.28300 21.61100 36.25100
H30 3.34600 18.74900 30.59700
H31 -0.94100 20.11300 38.78700
H32 8.60300 21.66900 30.90700

Atoms 1-6, force components in eV/Å:
1.0 1.4 1.7
-1.9 -4.6 -2.7
-1.7 -10.2 3.2
0.0 -1.8 -0.7
3.0 -1.9 1.4
1.7 -1.6 -1.1

Its orbital gap is 0.30618 Ha. For the total energy, the calculation gives -86915.3648 eV. Its charge is -1. The calculation puts the energy above the lowest of the compared OMol25 structures with the same formula, charge and spin at 0.0000 eV. The highest occupied orbital energy comes out at -6.16 eV. For the largest force on an atom, the calculation gives 10.80 eV/Å.

(6)
C15H32NO2PSSiV as an isolated structure in a non-equilibrium geometry, computed with ωB97M-V/def2-TZVPD.

CARTESIAN COORDINATES (ANGSTROEM)
V1 -0.36659 -0.18485 0.03258
S1 0.15189 -0.03836 2.68684
P1 -1.08124 0.01169 -2.12231
Si1 1.43814 1.59070 -0.45348
O1 -0.78689 -1.20275 2.34187
O2 -1.41125 1.88813 0.42699
N1 0.60323 -1.61398 -0.27111
C1 1.54143 -2.53024 -0.29599
C2 3.84083 -3.11746 -0.83974
C3 3.54754 -4.45948 -0.57937
C4 -3.24050 1.58871 1.95014
C5 2.27256 -4.84611 -0.12635
C6 1.84414 -0.65681 2.66583
C7 0.05139 0.25709 4.47614
C8 -2.96496 3.70086 0.56545
C9 1.27735 -3.89309 0.04843
C10 -1.25930 1.65949 -2.88773
C11 -2.61593 -0.80240 -2.66273
C12 -2.46706 2.33039 0.91696
C13 0.14249 -0.78053 -3.25510
C14 2.86510 -2.15538 -0.67651
C15 1.03013 3.43571 -0.29962
H1 2.51144 1.47734 0.55915
H2 1.99900 1.48786 -1.82066
H3 -2.77525 1.75061 2.93666
H4 0.26097 3.74536 -1.02426
H5 -0.31368 2.21495 -2.85374
H6 -1.56988 1.53685 -3.93602
H7 1.77635 -1.71542 2.95422
H8 -2.59130 -1.86104 -2.37616
H9 -3.25263 0.51140 1.73714
H10 0.76777 1.07637 4.68032
H11 0.28107 -4.13865 0.40630
H12 -2.02296 2.23321 -2.34812
H13 -4.26140 1.99006 1.98989
H14 2.06116 -5.89750 0.08174
H15 3.03153 -1.08517 -0.86594
H16 4.83651 -2.80170 -1.17873
H17 4.33248 -5.21821 -0.72567
H18 -3.03293 4.29179 1.49059
H19 1.12674 -0.30367 -3.16159
H20 1.97295 3.98017 -0.49877
H21 2.39791 -0.06153 3.40195
H22 -1.85594 -0.61791 -0.04369
H23 -3.46841 -0.33571 -2.15502
H24 0.25507 -1.84009 -2.98872
H25 -2.31285 4.20706 -0.15218
H26 2.29951 -0.54531 1.67081
H27 0.34539 -0.67324 4.98413
H28 -3.98726 3.62709 0.16470
H29 -0.97296 0.55212 4.75166
H30 -2.74249 -0.71829 -3.75102
H31 0.69204 3.65773 0.72748
H32 -0.20043 -0.70784 -4.29764

Atoms 1-6, force components in eV/Å:
2.1 -2.0 0.5
-0.5 -0.6 0.3
0.8 0.0 -1.6
-1.0 -0.4 0.2
1.0 1.5 0.1
-1.9 0.3 0.6

Its orbital gap (alpha / beta) is 0.24990 / 0.26243 Ha. For the total energy, the calculation gives -75345.4284 eV. The highest occupied orbital energy (alpha / beta) comes out at -6.62 / -6.96 eV. As for the spin multiplicity: 2. For the largest force on an atom, the calculation gives 4.94 eV/Å.